[1]
Here is C54H55GeN3O2Pd as an isolated structure from the OMol25 dataset. Energies are from ωB97M-V/def2-TZVPD.

CARTESIAN COORDINATES (ANGSTROEM)
Pd -0.026 0.423 -0.283
Ge -0.125 1.032 -2.626
O -1.702 -1.309 -0.638
O -3.941 -1.525 -0.495
N -1.914 1.378 -0.289
N 1.976 -0.074 -0.005
N 0.055 -0.011 1.928
C -2.022 -1.757 -5.245
C 1.242 -0.304 2.266
C -3.718 -0.336 -4.327
C -2.644 0.285 5.115
C 0.829 2.824 3.663
C 1.838 2.594 -4.071
C -1.191 1.317 3.495
C -1.403 -0.015 -3.683
C -2.058 1.418 4.574
C 4.740 3.109 0.356
C -2.389 -0.952 4.554
C 2.295 -0.341 1.206
C -1.432 -2.551 2.939
C 2.704 -2.531 -1.569
C 3.030 -3.322 -0.298
C 5.336 0.033 -2.499
C 3.598 1.809 -5.508
C 3.081 -0.041 -0.925
C 5.562 -1.236 3.764
C 4.228 -1.083 4.217
C -3.357 -1.397 -5.143
C -2.880 -0.899 -0.501
C 3.269 -0.794 3.246
C 4.949 1.161 -1.795
C 4.592 -1.128 -2.402
C 3.768 -1.186 5.553
C 3.578 -0.646 1.871
C -1.056 -1.071 -4.521
C -0.931 0.044 2.966
C 1.900 -0.611 3.552
C 2.442 -1.000 5.849
C -3.246 3.345 -0.111
C 1.193 -2.477 -1.788
C 3.258 0.503 -5.190
C 2.885 2.857 -4.943
C -4.399 2.570 -0.104
C 4.878 -0.796 1.460
C 2.502 3.294 -0.760
C 3.436 -1.195 -1.626
C -2.027 2.710 -0.205
C -1.540 -1.116 3.457
C 1.486 1.286 -3.730
C -1.377 3.795 2.995
C 3.830 1.145 -0.972
C -0.281 -2.927 2.010
C 1.479 -0.707 4.852
C -4.281 1.199 -0.203
C -2.747 0.348 -3.612
C 2.216 0.249 -4.310
C -2.755 -2.968 2.281
C 3.495 2.343 -0.093
C -0.495 2.547 2.941
C -3.019 0.626 -0.307
C 5.863 -1.096 2.433
H 0.701 -2.713 2.437
H 1.570 2.783 -1.009
H 4.106 -3.380 -0.120
H 2.641 -4.338 -0.389
H -3.050 1.184 -2.990
H 0.656 2.962 4.733
H 6.217 0.063 -3.126
H 4.462 3.837 1.121
H 3.805 -0.322 -5.628
H 2.273 4.124 -0.087
H -0.382 -2.436 1.041
H -0.258 2.342 1.893
H -5.374 3.037 -0.032
H -0.021 -1.370 -4.633
H 0.645 -2.090 -0.931
H 6.345 -1.464 4.477
H 3.123 -3.100 -2.405
H 4.896 -2.010 -2.954
H 1.547 2.012 3.545
H -2.863 -1.834 4.969
H 0.922 -1.864 -2.647
H -4.758 -0.045 -4.238
H 5.545 2.061 -1.868
H -3.615 -2.690 2.890
H 1.286 3.737 3.273
H 1.277 3.423 -3.656
H 4.410 2.010 -6.197
H -0.944 4.582 2.374
H 6.887 -1.217 2.106
H -1.448 4.189 4.011
H 4.474 -1.411 6.344
H 2.924 3.701 -1.679
H -5.129 0.529 -0.222
H -3.306 0.368 5.968
H -2.770 -4.052 2.146
H -1.101 3.269 -0.225
H 5.170 -0.698 0.424
H 3.022 1.966 0.817
H -2.386 3.592 2.635
H 2.562 -2.875 0.581
H 3.136 3.881 -5.192
H 5.495 2.443 0.777
H -2.870 -2.514 1.299
H -4.112 -1.939 -5.699
H -1.728 -2.577 -5.890
H 2.112 -1.080 6.876
H 0.444 -0.565 5.129
H 0.816 -3.484 -1.977
H -2.268 2.388 5.004
H -0.731 2.463 -2.653
H -0.327 -4.004 1.832
H -1.323 -3.155 3.847
H -3.284 4.424 -0.047
H 1.979 -0.781 -4.075
H 5.193 3.664 -0.467

Atomic forces in eV per Å
-0.1 0.2 -0.2
0.1 0.1 0.1
0.0 -0.2 0.1
0.0 0.0 0.0
0.0 -0.1 -0.1
0.1 -0.1 0.0
0.0 0.0 0.1
0.0 0.0 0.0
0.1 0.0 0.0
0.0 0.0 0.0
0.0 0.0 0.0
0.0 0.0 0.0
0.0 0.0 0.0
0.0 0.0 0.0
-0.1 0.0 0.1
0.0 0.0 0.0
0.0 0.0 0.0
0.0 0.0 0.0
0.0 0.0 0.0
0.1 0.0 0.1
0.0 0.0 0.0
0.0 0.0 0.0
0.0 0.0 0.0
0.0 0.0 0.0
-0.1 0.0 0.1
0.0 0.0 0.0
0.0 0.0 0.0
0.0 0.0 0.0
0.0 0.1 -0.1
0.0 0.0 0.0
0.0 0.0 0.0
0.0 0.0 0.0
0.0 0.0 0.0
0.0 0.0 0.0
0.0 0.0 0.0
0.1 0.0 0.0
0.0 0.0 0.0
0.0 0.0 0.0
0.0 0.0 0.0
0.0 0.0 0.0
0.0 0.0 0.0
0.0 0.0 0.0
0.0 0.0 0.0
0.0 0.0 0.0
0.0 0.0 0.0
0.0 0.0 0.0
0.1 0.0 0.0
-0.1 0.0 -0.1
0.0 0.0 0.0
0.0 0.0 0.0
0.0 0.0 0.0
0.0 0.0 -0.1
0.0 0.0 0.0
0.0 0.0 0.0
0.0 0.0 0.0
0.0 0.0 0.0
0.0 0.0 0.0
0.0 0.0 0.0
0.0 0.0 0.0
0.0 0.0 0.0
0.0 0.0 0.0
0.0 -0.1 0.0
0.0 0.0 0.0
0.0 0.0 0.0
0.0 0.0 0.0
0.0 0.0 0.0
0.0 0.0 0.0
0.0 0.0 0.0
0.0 0.0 0.0
0.0 0.0 0.0
0.0 0.0 0.0
0.0 0.0 0.0
0.0 0.0 0.0
0.0 0.0 0.0
0.0 0.0 0.0
0.0 0.0 0.0
0.0 0.0 0.0
0.0 0.0 0.0
0.0 0.0 0.0
0.0 0.0 0.0
0.0 0.0 0.0
0.0 0.0 0.0
0.0 0.0 0.0
0.0 0.0 0.0
0.0 0.0 0.0
0.0 0.0 0.0
0.0 0.0 0.0
0.0 0.0 0.0
0.0 0.0 0.0
0.0 0.0 0.0
0.0 0.0 0.0
0.0 0.0 0.0
0.0 0.0 0.0
0.0 0.0 0.0
0.0 0.0 0.0
0.0 0.0 0.0
0.0 0.0 0.0
0.0 0.0 0.0
0.0 0.0 0.0
0.0 0.0 0.0
0.0 0.0 0.0
0.0 0.0 0.0
0.0 0.0 0.0
0.0 0.0 0.0
0.0 0.0 0.0
0.0 0.0 0.0
0.0 0.0 0.0
0.0 0.0 0.0
0.0 0.0 0.0
0.0 0.0 0.0
0.0 0.0 0.0
0.0 0.0 0.0
0.0 0.0 0.0
0.0 0.0 0.0
0.0 0.0 0.0
0.0 0.0 0.0

Computed properties:
**E**: -4610.35329 Eh
**Charge**: 0
**E_HOMO**: -7.6 eV
**Frontier orbital gap**: 0.238 Ha
**Energy relative to the best compared isomer or geometry (same formula, charge and spin)**: 0.0 kJ/mol
**LUMO energy**: -1.1 eV
**2S+1**: 1

***

[2]
Here is C54H55N6P2Pd as an isolated structure in a non-equilibrium geometry from the OMol25 dataset. Energies are from ωB97M-V/def2-TZVPD.

CARTESIAN COORDINATES (ANGSTROEM)
Pd -0.363 0.298 0.115
P -0.187 2.539 0.495
P 1.985 0.020 0.006
N -0.522 -1.850 -0.039
N -1.728 -3.794 0.293
N -0.685 -0.052 3.789
N 2.518 2.696 0.147
N -2.933 -1.855 0.139
N -0.079 -1.360 3.457
C 5.023 -2.735 2.631
C -5.769 -1.181 0.225
C 3.017 -1.272 0.958
C 1.803 -3.970 -2.108
C 5.306 4.411 -1.710
C -1.610 -2.495 0.089
C 2.870 5.054 -0.644
C -2.843 3.931 3.975
C -4.164 1.502 -1.865
C 5.027 5.744 -1.490
C -4.692 -5.918 -0.488
C -0.822 4.140 2.707
C 3.255 3.707 -0.577
C -0.296 -2.598 -2.715
C -5.229 -5.978 0.823
C -2.777 1.202 -1.770
C 0.280 4.465 -3.033
C 3.769 6.009 -1.060
C -1.279 3.116 1.837
C -3.303 -0.662 -0.271
C 3.156 1.452 0.394
C -1.313 4.853 -0.749
C -0.590 5.611 -2.910
C 2.161 -0.297 -1.770
C 4.423 3.400 -1.253
C 3.267 -1.015 2.278
C 2.266 0.819 -2.589
C 4.277 -1.695 3.116
C 1.006 -2.714 -1.914
C -2.518 2.534 2.069
C 4.863 -3.087 1.285
C -2.953 -4.522 0.364
C -1.597 4.574 3.736
C -5.091 0.710 -1.179
C 2.737 -3.704 0.231
C -1.384 5.690 -1.786
C 0.631 -2.611 -0.431
C -3.371 2.931 3.168
C 0.278 3.572 -2.017
C 2.585 -4.428 -1.141
C 1.510 3.021 1.126
C 2.407 0.745 -4.007
C 1.363 -3.096 0.586
C 2.160 -1.630 -2.352
C -3.396 -4.743 1.697
C -3.608 -5.050 -0.725
C 3.787 -2.505 0.416
C 2.293 -0.447 -4.638
C -4.568 -5.457 1.864
C -2.616 -4.266 2.878
C -0.454 3.700 -0.866
C 1.990 -1.569 -3.875
C -4.699 -0.374 -0.517
C -2.311 0.331 -0.715
H -3.243 -3.464 3.359
H 1.564 2.549 2.091
H -1.668 -0.157 3.815
H -2.513 -5.021 3.645
H 0.676 -1.298 2.766
H 3.511 1.186 1.373
H -6.746 -0.974 -0.338
H 4.292 -2.356 -0.557
H 6.289 4.020 -2.132
H 2.033 -2.578 -4.294
H 2.974 -4.348 1.075
H -6.130 0.994 -1.179
H 5.741 6.555 -1.684
H -5.798 -1.040 1.292
H 4.642 2.366 -1.381
H -5.594 -2.269 0.207
H 1.101 -2.886 1.624
H 1.715 -4.523 -3.091
H -1.662 -3.753 2.620
H -3.620 -2.550 0.454
H 2.397 1.747 -2.107
H 0.366 -1.798 4.271
H 0.838 2.674 -2.255
H 2.294 -0.299 -5.838
H -3.286 -4.772 -1.724
H 3.458 7.039 -0.956
H -5.189 -6.453 -1.340
H -5.062 -5.491 2.843
H -4.465 2.388 -2.322
H -2.801 1.748 1.367
H -6.060 -6.593 0.908
H -0.838 -1.718 -2.577
H 0.966 4.259 -3.855
H 1.930 5.233 -0.140
H -0.905 -3.473 -2.363
H -0.154 -2.749 -3.774
H 2.680 -0.235 2.833
H 3.189 -1.908 -2.088
H 2.589 1.678 -4.577
H -0.853 -4.304 0.213
H 3.099 -5.354 -1.149
H 5.952 -3.156 3.146
H -0.547 6.365 -3.614
H 4.494 -1.248 4.083
H -4.317 2.403 3.299
H -1.930 6.617 -1.687
H 5.477 -3.825 0.782
H 3.929 1.271 -0.273
H -0.267 0.256 4.662
H -1.800 5.115 0.158
H -1.246 5.361 4.377
H 0.091 4.788 2.532
H -1.972 1.719 -2.246
H -3.446 4.265 4.851
H 1.566 4.149 1.208

Atomic forces in eV per Å
-0.1 -0.9 -1.0
-1.2 0.3 0.0
0.9 -1.6 1.1
0.4 1.6 -1.3
0.6 -0.5 -1.4
2.8 -1.0 -0.9
2.4 1.9 0.3
1.6 -1.6 1.1
-0.2 0.1 0.2
2.4 -1.3 -1.9
-0.6 -0.6 -1.9
1.2 0.3 0.3
-0.5 -1.6 -0.9
1.3 -3.1 0.0
-2.8 0.9 0.8
-0.5 -0.3 1.2
-0.9 0.6 1.2
2.3 -1.3 0.6
1.3 -0.2 -0.8
-0.3 0.9 -0.5
1.1 1.1 -1.1
-1.3 -0.9 0.8
0.7 -2.8 0.1
1.2 -1.0 -3.4
0.1 -1.1 2.6
-1.3 2.6 -0.7
-2.6 1.4 1.1
0.6 0.3 0.6
0.7 2.0 -1.8
-1.8 -1.6 -0.8
1.7 -3.0 1.2
2.0 -3.6 0.6
-0.8 2.6 0.0
1.7 0.5 -0.8
0.1 0.2 1.3
0.7 -1.6 0.1
-1.6 1.5 -0.2
1.1 1.1 0.8
-0.7 -0.1 0.5
-0.2 0.9 1.3
-0.2 -0.3 2.4
-1.5 -1.1 0.4
-0.1 1.2 -0.7
-2.1 0.4 0.1
0.0 2.8 -1.6
0.5 0.0 1.6
2.3 -0.2 -1.7
0.5 -1.9 -0.4
0.3 0.9 1.7
-1.0 2.6 -1.3
0.2 2.7 1.4
0.8 -0.1 -1.5
-1.6 0.1 -1.3
0.7 -0.2 -1.1
-0.7 -0.8 -0.3
-0.3 -0.3 -1.1
-1.1 -1.1 -3.1
-0.4 1.2 2.0
-0.5 2.0 0.3
-1.3 1.3 1.1
2.2 -0.4 -0.4
-0.7 -2.0 2.9
-0.7 0.2 -1.0
0.6 -0.6 -0.2
0.8 -0.4 0.4
-0.8 -0.3 0.5
0.3 -0.3 0.0
-0.6 0.8 0.3
-0.1 0.8 0.8
1.2 -0.5 1.4
-0.5 0.3 0.2
-1.5 0.9 0.5
-0.4 0.5 -0.3
0.1 -0.7 -0.5
-0.2 -0.1 -0.2
-0.3 -0.5 0.0
-0.3 0.9 0.4
0.7 -0.3 -0.4
-0.1 0.1 -0.6
-0.1 -0.4 -0.4
0.1 0.6 1.3
-0.6 -0.7 0.4
-0.1 0.4 -0.3
0.0 1.0 0.2
-0.5 0.3 -0.1
-0.1 0.0 0.6
0.0 -1.4 3.0
0.1 -0.4 0.0
0.0 0.1 0.0
0.5 0.7 1.0
0.6 -0.2 -0.2
-0.5 1.2 -1.1
-0.3 0.1 0.4
-1.6 -0.8 0.6
-0.7 1.6 0.4
-0.4 0.5 -0.1
0.0 1.0 -0.5
0.2 0.8 -0.4
0.1 0.0 -0.3
0.6 -0.5 -0.7
-0.3 -1.2 -0.3
-0.1 -0.7 0.5
-0.1 -0.1 0.2
0.5 -0.7 -0.7
-1.8 0.6 -0.4
-0.2 1.4 -1.4
-0.2 -0.2 -0.1
0.3 0.5 0.2
-0.4 -0.1 0.1
0.1 0.0 0.2
1.5 -0.2 -1.0
-0.7 0.2 -0.1
-0.5 -0.2 0.6
-0.1 0.2 0.2
-0.9 -1.3 0.0
-0.2 0.8 -0.5
0.6 -0.2 -0.8
-0.5 -1.5 0.5

Computed properties:
**E**: -3228.62444 Eh
**Charge**: +3
**E_HOMO (alpha / beta)**: -13.8 / -15.2 eV
**Frontier orbital gap (alpha / beta)**: 0.230 / 0.166 Ha
**Energy relative to the best compared isomer or geometry (same formula, charge and spin)**: 400.1 kJ/mol
**LUMO energy (alpha / beta)**: -7.5 / -10.7 eV
**2S+1**: 5
**⟨S²⟩**: 6.14

***

| no. | molecular weight (Da) |
| --- | --- |
| 1 | 957.08 |
| 2 | 956.44 |